one:
Below is an isolated ion of composition C4H13N2 and charge +1, with properties calculated with ωB97M-V/def2-TZVPD.

Summary:
Structure (SMILES): CC[C@@H]([NH3+])CN
Highest occupied orbital energy in eV: -13.895
Molecular weight in g mol⁻¹: 89.2
Kohn-Sham gap in eV: 10.397

Geometry as ORCA input:
```
! wB97M-V def2-TZVPD RIJCOSX def2/J DEFGRID3
* xyz 1 1
C -0.82621 -1.82983 1.50890
C -0.84093 -0.66076 0.39858
C 0.16032 0.55152 0.45730
N 1.69599 0.06186 0.25707
C -0.26036 1.59086 -0.79614
N 0.20132 0.92872 -2.01308
H -1.73335 -1.70941 2.13522
H -0.02769 -1.77580 2.26566
H -0.82639 -2.83817 1.03038
H -0.49584 -1.17408 -0.49756
H -1.85313 -0.15409 0.16982
H -0.09147 0.99583 1.38903
H 1.86194 -0.79629 0.92771
H 1.88587 -0.33635 -0.78557
H 2.34085 0.84702 0.48738
H -1.45005 1.99717 -0.79102
H 0.23881 2.49332 -0.84874
H -0.54431 0.39363 -2.48572
H 0.56465 1.41486 -2.80921
*
```

***

two:
Below is C4H13N2 as an isolated structure, with properties calculated with ωB97M-V/def2-TZVPD.

Summary:
Highest occupied orbital energy in eV: -13.786
Molecular weight in g mol⁻¹: 89.2
Kohn-Sham gap in eV: 10.888

Geometry as ORCA input:
```
! wB97M-V def2-TZVPD RIJCOSX def2/J DEFGRID3
* xyz 1 1
C 1.55228 1.76182 0.83113
N 0.28849 1.85206 0.02503
H 1.93389 2.74477 1.07844
H 1.34373 1.15384 1.70412
H 2.31818 1.26792 0.24687
H 0.51169 2.27893 -0.87114
H -0.27139 2.56727 0.48098
H -0.26121 0.66707 -0.06634
C 0.13798 -2.35415 1.04438
C 0.15188 -1.52714 0.00767
N -0.84872 -0.49846 -0.17029
C -1.50756 -0.56924 -1.50714
H -0.66462 -2.35313 1.76938
H 0.91766 -3.09845 1.11150
H 0.94195 -1.49348 -0.73033
H -1.56352 -0.59789 0.53832
H -2.08443 0.34095 -1.64988
H -0.73732 -0.70355 -2.26364
H -2.15894 -1.43914 -1.57906
*
```

***

three:
Below is a 2-piece molecular cluster, C4H13N2 overall, with properties calculated with ωB97M-V/def2-TZVPD.

Summary:
Highest occupied orbital energy in eV: -14.920
Molecular weight in g mol⁻¹: 89.2
Kohn-Sham gap in eV: 6.127

Geometry as ORCA input:
```
! wB97M-V def2-TZVPD RIJCOSX def2/J DEFGRID3
* xyz 1 1
C 2.40917 -0.06846 -0.06156
N 1.79844 -1.36371 0.14622
C 1.19838 0.81742 -0.57642
N 0.16300 0.71057 0.28445
C -2.64909 0.11656 0.86212
C -2.64226 -0.09712 -0.66622
H 2.77856 0.35557 0.86767
H 3.21282 -0.21873 -0.77930
H 2.35192 -2.19389 0.00668
H 0.86458 -1.43726 -0.21924
H 1.64860 1.82264 -0.69417
H 0.95066 0.43203 -1.56934
H -3.65333 -0.02904 1.24568
H 0.36118 1.28789 1.11926
H -1.98853 -0.61122 1.33886
H -2.18184 1.08442 1.01910
H -3.46046 -0.72973 -1.01950
H -2.73875 0.82389 -1.24644
H -1.77527 -0.61609 -1.09039
*
```

***

Ranked by calculated energy, most stable first: two, one, three.

***

one:
Below is C4H13N2 as an isolated structure, with properties calculated with ωB97M-V/def2-TZVPD.

Summary:
Highest occupied orbital energy in eV: -14.447
Molecular weight in g mol⁻¹: 89.2
Kohn-Sham gap in eV: 10.966

Geometry as ORCA input:
```
! wB97M-V def2-TZVPD RIJCOSX def2/J DEFGRID3
* xyz 1 1
C 2.66480 0.77621 -0.57585
C -0.41914 -1.21224 -0.83082
C 2.11283 -0.31734 0.29061
C 0.17987 -0.24407 0.00727
N -0.44471 0.64244 0.63642
N -3.01681 0.21299 -0.12215
H 3.69906 0.97225 -0.38669
H 1.92700 1.58935 -0.68000
H 2.74178 0.38416 -1.53432
H -0.01714 -1.27501 -1.78381
H -1.44030 -1.01747 -0.86461
H -0.15087 -2.25012 -0.40331
H 2.49412 -1.28442 0.02441
H 2.15589 -0.19519 1.33630
H -0.25168 1.42064 1.18531
H -1.47489 0.76429 0.53303
H -3.52621 0.76934 -0.76980
H -3.17831 -0.72440 -0.41390
H -3.52613 0.31786 0.77983
*
```

***

two:
Below is a 2-piece molecular cluster, C4H13N2 overall, with properties calculated with ωB97M-V/def2-TZVPD.

Summary:
Highest occupied orbital energy in eV: -14.168
Molecular weight in g mol⁻¹: 89.2
Kohn-Sham gap in eV: 4.867

Geometry as ORCA input:
```
! wB97M-V def2-TZVPD RIJCOSX def2/J DEFGRID3
* xyz 1 1
C -1.18042 -0.15403 0.93568
N -2.65253 -0.24090 1.10866
C -0.81238 0.26682 -0.48957
N 0.54498 -0.00369 -0.55994
C 3.61554 0.49374 0.54117
C -1.50765 -0.58326 -1.64989
H -0.87140 -1.20539 0.95234
H -0.64748 0.35601 1.73717
H -3.02194 0.69057 1.28679
H -2.84826 -0.76837 1.95259
H -1.08206 1.33781 -0.62438
H 0.82288 0.23145 -1.54198
H 3.93247 0.83383 -0.44337
H 4.25154 -0.36191 0.78580
H 2.57620 0.15582 0.47769
H 3.77990 1.28829 1.25967
H -0.80976 -1.38781 -1.88287
H -1.63568 0.06051 -2.51888
H -2.45394 -1.00950 -1.32667
*
```

***

Ranked by calculated energy, most stable first: one, two.

***

one:
Below is an isolated molecule of CH3N3O, with properties calculated with ωB97M-V/def2-TZVPD.

Summary:
Structure (SMILES): C/N=N/N=O
Highest occupied orbital energy (spin up / spin down) in eV: -10.117 / -9.940
Molecular weight in g mol⁻¹: 73.1
Kohn-Sham gap (spin up / spin down) in eV: 8.164 / 7.961

Geometry as ORCA input:
```
! wB97M-V def2-TZVPD RIJCOSX def2/J DEFGRID3
* xyz 0 1
C 1.09895 -0.06178 -0.06541
N -0.21717 0.41540 0.29302
N -1.06656 -0.53408 0.63578
N -2.20716 -0.14662 0.17304
O -1.96600 0.80451 -0.66044
H 1.69163 -0.05375 0.85884
H 1.54629 0.65007 -0.75883
H 1.12000 -1.07374 -0.47600
*
```

***

two:
Below is a 2-piece molecular cluster, CH3N3O overall, with properties calculated with ωB97M-V/def2-TZVPD.

Summary:
Highest occupied orbital energy (spin up / spin down) in eV: -10.418 / -10.450
Molecular weight in g mol⁻¹: 73.1
Kohn-Sham gap (spin up / spin down) in eV: 9.648 / 9.769

Geometry as ORCA input:
```
! wB97M-V def2-TZVPD RIJCOSX def2/J DEFGRID3
* xyz 0 1
C 0.19608 0.93044 -3.25984
N -0.53864 1.80598 -3.35274
N 0.38297 -0.93366 -0.89288
N 0.97040 -1.31043 1.17819
O 0.36032 -0.67651 0.31741
H 0.94034 -1.76528 -1.12854
H 0.72130 0.01288 -3.11961
H 1.67933 -2.10216 0.70208
*
```

***

three:
Below is an isolated molecule of CH3N3O, with properties calculated with ωB97M-V/def2-TZVPD.

Summary:
Highest occupied orbital energy (spin up / spin down) in eV: -8.293 / -8.238
Molecular weight in g mol⁻¹: 73.1
Kohn-Sham gap (spin up / spin down) in eV: 8.114 / 8.131

Geometry as ORCA input:
```
! wB97M-V def2-TZVPD RIJCOSX def2/J DEFGRID3
* xyz 0 1
C 0.02695 -0.00880 0.64856
N -0.14618 -0.98222 -1.39163
N -1.17506 0.48501 0.03164
N 0.64802 -0.51007 -0.52618
O -1.37217 1.55685 -0.50530
H 0.64513 0.74106 1.15396
H -0.26537 -0.84626 1.27052
H 1.63867 -0.43557 -0.68158
*
```

***

Ranked by calculated energy, most stable first: one, three, two.

***

one:
Below is an isolated molecule of CH3N3O, with properties calculated with ωB97M-V/def2-TZVPD.

Summary:
Structure (SMILES): C1N=NON1
Highest occupied orbital energy in eV: -9.903
Molecular weight in g mol⁻¹: 73.1
Kohn-Sham gap in eV: 10.808

Geometry as ORCA input:
```
! wB97M-V def2-TZVPD RIJCOSX def2/J DEFGRID3
* xyz 0 1
C -0.34368 0.64228 -0.03464
N 0.05564 0.23341 1.33087
N 0.84183 -0.65489 1.24225
O 1.07748 -1.13636 -0.01506
N 0.31808 -0.32129 -0.97517
H -1.36530 0.54752 -0.01552
H -0.23671 1.66515 -0.19543
H -0.34734 -0.97582 -1.33731
*
```

***

two:
Below is a 2-piece molecular cluster, CH3N3O overall, with properties calculated with ωB97M-V/def2-TZVPD.

Summary:
Highest occupied orbital energy in eV: -9.917
Molecular weight in g mol⁻¹: 73.1
Kohn-Sham gap in eV: 10.861

Geometry as ORCA input:
```
! wB97M-V def2-TZVPD RIJCOSX def2/J DEFGRID3
* xyz 0 1
C -1.55083 -0.88689 -0.49178
N -1.47727 -1.19988 0.61360
N 1.35070 1.28586 -1.02650
N 0.67512 0.45103 -0.40600
O 0.78960 0.34268 0.79067
H 1.93032 1.71195 -0.28177
H -1.59878 -1.48300 1.59072
H -0.11885 -0.22175 -0.78895
*
```

***

Ranked by calculated energy, most stable first: one, two.

***

one:
Below is a 2-piece molecular cluster, C5H14NO2 overall, with properties calculated with ωB97M-V/def2-TZVPD.

Summary:
Highest occupied orbital energy in eV: -3.234
Molecular weight in g mol⁻¹: 120.2
Kohn-Sham gap in eV: 7.232

Geometry as ORCA input:
```
! wB97M-V def2-TZVPD RIJCOSX def2/J DEFGRID3
* xyz -1 1
C 0.00504 2.34895 -0.95946
N -0.87740 1.21800 -0.64810
C 1.65386 -1.70891 -0.38507
C 1.08534 -0.31535 -0.12255
C -0.34046 -0.15755 -0.70154
C -1.38150 -1.10877 -0.01461
O -1.00950 -1.42570 1.26171
H -0.08356 2.49832 -2.04452
H 1.06693 2.21432 -0.72843
H -0.26325 3.32537 -0.55521
H -1.20301 1.36998 0.30551
H 2.73131 -1.73894 -0.22494
H 1.12780 -2.38980 0.29478
H 1.35040 -2.07465 -1.36802
H 1.10534 0.03239 0.90755
H 1.65961 0.33200 -0.79338
H -0.27257 -0.40433 -1.77218
H -2.39020 -0.66081 -0.08668
H -1.33055 -2.06049 -0.61855
H -0.32626 0.34893 3.31307
H -1.20155 -0.22003 2.15187
O -1.10584 0.57709 2.78876
*
```

***

two:
Below is C5H14NO2 as an isolated structure, with properties calculated with ωB97M-V/def2-TZVPD.

Summary:
Highest occupied orbital energy in eV: -3.893
Molecular weight in g mol⁻¹: 120.2
Kohn-Sham gap in eV: 7.984

Geometry as ORCA input:
```
! wB97M-V def2-TZVPD RIJCOSX def2/J DEFGRID3
* xyz -1 1
C -0.47225 1.75374 1.59061
O -0.41572 0.72403 2.52798
C 0.18986 1.44796 0.27621
C -0.83217 0.98035 -0.76435
C -0.75784 -0.47877 -1.22574
C 0.76137 -0.92645 -1.62631
N 1.17010 -2.23559 -1.11205
H -1.59828 1.78439 1.48361
H -0.16499 2.75178 1.96133
H 0.80561 2.26252 -0.07336
H 0.83641 0.53386 0.45000
H -1.88510 1.10303 -0.45815
H -0.72599 1.56860 -1.70007
H -1.42742 -0.69435 -2.03716
H -0.88482 -1.02797 -0.24214
H 0.67686 -0.89741 -2.72238
H 1.53772 -0.20148 -1.45747
H 0.46563 -2.93535 -1.27020
H 1.32284 -2.05859 -0.11626
H 0.46406 -1.93223 2.52273
H 0.16529 -0.21185 2.14865
O 0.76881 -1.31021 1.84452
*
```

***

three:
Below is a 2-piece molecular cluster, C5H14NO2 overall, with properties calculated with ωB97M-V/def2-TZVPD.

Summary:
Highest occupied orbital energy in eV: -2.919
Molecular weight in g mol⁻¹: 120.2
Kohn-Sham gap in eV: 6.666

Geometry as ORCA input:
```
! wB97M-V def2-TZVPD RIJCOSX def2/J DEFGRID3
* xyz -1 1
C 0.10109 -0.64567 -2.42605
O 1.24385 -0.84593 -1.74844
C -1.16842 -0.23891 -1.51292
C -0.70655 -0.17302 -0.06585
C -1.36094 0.96488 0.75163
C 0.50100 0.99153 2.34462
N -0.95010 1.01466 2.16671
H 0.18790 0.10415 -3.24511
H -0.13110 -1.61279 -2.94386
H -2.05972 -0.85399 -1.64359
H -1.41231 0.78622 -1.81392
H -0.71248 -1.13223 0.46191
H 0.35070 0.09040 -0.07147
H -2.44783 0.91405 0.67842
H -0.93894 1.88239 0.33297
H 1.02407 1.45375 1.50921
H 0.87053 -0.02492 2.47866
H 0.76271 1.61384 3.20585
H -1.40747 0.29476 2.70604
H 2.48687 -1.67794 -1.13438
H 2.64670 -1.26538 0.35483
O 3.12044 -1.63985 -0.38525
*
```

***

Ranked by calculated energy, most stable first: one, two, three.

***

one:
Below is a 2-piece molecular cluster, C5H14NO2 overall, with properties calculated with ωB97M-V/def2-TZVPD.

Summary:
Highest occupied orbital energy in eV: -2.410
Molecular weight in g mol⁻¹: 120.2
Kohn-Sham gap in eV: 6.038

Geometry as ORCA input:
```
! wB97M-V def2-TZVPD RIJCOSX def2/J DEFGRID3
* xyz -1 1
C -1.39659 -0.96109 -1.88178
C -0.60215 0.22412 -1.37394
N -0.16847 0.05504 0.07249
C -1.08157 0.78077 0.91637
C 1.23989 0.82651 0.15332
C 2.06615 0.60061 1.47768
O 2.20107 1.84665 1.95982
H -1.57404 -0.88296 -3.00742
H -2.34905 -1.20924 -1.51405
H -0.81710 -1.92808 -1.79636
H 0.35381 0.15453 -2.06308
H -0.90057 1.34935 -1.50015
H -1.43375 1.71905 0.54219
H -0.76595 0.78983 1.99554
H -2.02007 0.32071 0.90195
H 1.82925 0.63742 -0.76860
H 1.06388 1.91872 0.08746
H 3.05574 0.21639 1.19793
H 1.42399 -0.07601 2.18779
H -0.37696 -1.44412 0.68387
H 0.55483 -2.47024 1.15488
O -0.30233 -2.46793 0.57409
*
```

***

two:
Below is a 2-piece molecular cluster, C5H14NO2 overall, with properties calculated with ωB97M-V/def2-TZVPD.

Summary:
Highest occupied orbital energy in eV: -3.103
Molecular weight in g mol⁻¹: 120.2
Kohn-Sham gap in eV: 6.914

Geometry as ORCA input:
```
! wB97M-V def2-TZVPD RIJCOSX def2/J DEFGRID3
* xyz -1 1
C 1.21189 2.02010 0.94055
C 1.52333 1.25874 2.21685
C 0.11347 1.33884 0.07457
N 0.63016 0.62002 -1.08498
C -0.39977 0.04571 -1.96898
C -0.67367 -1.39778 -1.52816
O -1.19978 -1.49144 -0.25400
H 2.03885 2.16314 0.24325
H 0.75046 2.97309 1.21715
H 0.60556 0.87260 2.67080
H 2.03681 1.92541 2.91370
H 2.04197 0.30143 2.09080
H -0.43963 0.63519 0.71610
H -0.63706 2.03308 -0.31795
H 1.31977 -0.03378 -0.73765
H -1.13959 0.84817 -2.02898
H 0.10954 -0.03880 -2.94957
H 0.25243 -1.99633 -1.61805
H -1.38464 -1.90929 -2.20666
H -2.92450 -3.48005 0.96840
H -1.72845 -2.92696 0.08931
O -2.10717 -3.76108 0.55349
*
```

***

three:
Below is a 2-piece molecular cluster, C5H14NO2 overall, with properties calculated with ωB97M-V/def2-TZVPD.

Summary:
Highest occupied orbital energy in eV: -2.656
Molecular weight in g mol⁻¹: 120.2
Kohn-Sham gap in eV: 6.278

Geometry as ORCA input:
```
! wB97M-V def2-TZVPD RIJCOSX def2/J DEFGRID3
* xyz -1 1
C -0.54243 -3.40102 -0.38140
C -0.00954 -2.00325 -0.70187
N -0.27745 -0.81743 0.26082
C -1.65504 -0.24297 0.10892
C 0.67923 0.24662 0.08960
C 0.54007 1.43888 1.15876
O 0.71029 2.60463 0.63979
H -1.08329 -3.65973 -1.22951
H -1.11447 -3.17622 0.52515
H 0.42400 -3.98344 -0.13258
H 1.05885 -2.06677 -0.88884
H -0.43442 -1.77472 -1.64483
H -1.72768 0.23310 -0.92860
H -1.71315 0.48124 0.94377
H -2.40661 -0.95435 0.33384
H 1.66846 -0.26814 0.14664
H 0.72707 0.84580 -0.82621
H 1.40046 1.29347 1.91000
H -0.34046 1.19532 1.92597
H 1.38300 3.78125 -0.52867
H 1.48178 5.43496 -0.07223
O 1.23133 4.79276 -0.70852
*
```

***

four:
Below is a 2-piece molecular cluster, C5H14NO2 overall, with properties calculated with ωB97M-V/def2-TZVPD.

Summary:
Highest occupied orbital energy in eV: -3.011
Molecular weight in g mol⁻¹: 120.2
Kohn-Sham gap in eV: 7.054

Geometry as ORCA input:
```
! wB97M-V def2-TZVPD RIJCOSX def2/J DEFGRID3
* xyz -1 1
C 0.61885 -1.22088 -2.36882
C 0.83374 -1.07796 -0.85058
N 1.29121 0.24725 -0.45302
C 0.51494 -0.36385 1.95738
C 0.92506 0.69803 0.93060
C -0.34500 1.76585 0.78976
O -1.45269 1.09249 1.18179
H 1.39261 -0.65760 -2.95153
H -0.44805 -0.99477 -2.49823
H 0.80144 -2.28542 -2.53872
H 1.60916 -1.81335 -0.55612
H -0.15581 -1.28799 -0.36698
H 0.99903 0.93575 -1.13477
H -0.15756 0.15666 2.63121
H -0.04075 -1.19782 1.57321
H 1.38525 -0.62402 2.55309
H 1.74474 1.23678 1.41073
H -0.19972 2.60438 1.51382
H -0.43550 2.32536 -0.15718
H -2.34136 0.18518 0.31699
H -3.46437 0.52787 -0.70289
O -3.07522 -0.25194 -0.27974
*
```

***

Ranked by calculated energy, most stable first: two, four, three, one.